No. 1
{"formula": "C39H68NO31PS7", "method": "the ωB97M-V functional and the def2-TZVPD basis", "symbols": ["C", "C", "C", "C", "C", "C", "C", "C", "C", "C", "C", "C", "C", "C", "C", "C", "C", "C", "C", "C", "P", "C", "O", "C", "C", "C", "O", "N", "C", "O", "H", "H", "H", "H", "H", "H", "H", "H", "H", "H", "H", "H", "H", "H", "H", "H", "H", "H", "H", "H", "H", "H", "H", "H", "H", "H", "H", "H", "H", "H", "H", "H", "H", "H", "H", "H", "H", "H", "H", "H", "C", "C", "O", "S", "O", "O", "O", "H", "H", "H", "H", "C", "C", "O", "S", "O", "O", "O", "H", "H", "H", "H", "C", "C", "O", "S", "O", "O", "O", "H", "H", "H", "H", "C", "C", "O", "S", "O", "O", "O", "H", "H", "H", "H", "C", "C", "O", "S", "O", "O", "O", "H", "H", "H", "H", "C", "C", "O", "S", "O", "O", "O", "H", "H", "H", "H", "C", "C", "O", "S", "O", "O", "O", "H", "H", "H", "H"], "positions_angstrom": [[-0.15196, -1.46113, -0.60608], [-0.90899, -0.61815, -1.73212], [0.03938, 0.44532, -2.44797], [-0.28795, 1.95032, -2.01362], [-0.07308, 2.13410, -0.45053], [0.90427, 3.31152, -0.06058], [1.11341, 3.50543, 1.51458], [0.46752, 2.34488, 2.39167], [0.75683, 2.48369, 3.94308], [0.01528, 1.28182, 4.70469], [-0.91216, 1.74568, 5.90864], [-2.43249, 1.99059, 5.45658], [-2.52456, 2.69263, 4.04191], [-3.91600, 3.36649, 3.72933], [-5.07935, 2.29338, 3.66816], [-5.40033, 1.76115, 2.23228], [-5.95299, 2.56819, 1.09669], [-6.22665, 4.09985, 1.26504], [-6.23771, 1.86732, -0.21088], [-5.99884, 0.41385, -0.45890], [-6.37773, -0.51381, -2.04845], [-4.76777, -1.04049, -2.90058], [-7.17040, 0.55539, -3.14525], [-5.40763, -0.37786, 0.65752], [-5.13260, 0.31510, 1.95942], [-4.57422, -0.81609, 2.88234], [-3.99690, -0.78747, 3.95348], [-4.92228, -2.06940, 2.20659], [-4.98482, -1.87546, 0.76580], [-4.71990, -2.68687, -0.10180], [0.92532, -1.67453, -0.87307], [-0.14282, -0.90220, 0.37458], [-0.72088, -2.41884, -0.45860], [-1.82907, -0.15123, -1.28604], [-1.19317, -1.37505, -2.52880], [-0.18870, 0.37964, -3.55142], [1.12472, 0.26110, -2.23723], [0.32974, 2.70297, -2.57431], [-1.39366, 2.08185, -2.23870], [0.24430, 1.13960, -0.01540], [-1.09668, 2.33547, -0.00067], [1.92068, 3.07634, -0.48759], [0.50526, 4.26245, -0.55569], [0.55030, 4.45034, 1.78932], [2.19398, 3.59124, 1.81514], [-0.63488, 2.35824, 2.18427], [0.83500, 1.32524, 2.04979], [0.37568, 3.44912, 4.38233], [1.86655, 2.43377, 4.17290], [-0.51993, 0.61710, 3.97177], [0.84584, 0.65114, 5.15272], [-0.91552, 0.88344, 6.64819], [-0.48711, 2.62214, 6.48178], [-2.91116, 0.97178, 5.43750], [-2.98511, 2.61332, 6.21384], [-1.73236, 3.49608, 4.01697], [-2.36002, 1.88980, 3.26380], [-3.89659, 4.05947, 2.83350], [-4.15006, 4.04691, 4.61017], [-6.01862, 2.75822, 4.10795], [-4.81245, 1.42637, 4.32876], [-6.87640, 4.28265, 2.16552], [-5.23659, 4.62468, 1.44287], [-6.64841, 4.58262, 0.33369], [-6.66401, 2.47174, -1.04937], [-3.91050, -0.97341, -2.17983], [-4.64477, -0.42546, -3.83251], [-4.94237, -2.11226, -3.21947], [-7.04369, 1.47897, -2.86219], [-5.71641, -2.56569, 2.61600], [5.77538, -1.19761, -1.93276], [4.83002, -2.02866, -2.77839], [3.60059, -1.29446, -2.78601], [3.92646, 0.28558, -2.71218], [3.88847, 0.81731, -4.03926], [3.18518, 0.84982, -1.63274], [5.47621, 0.16368, -2.26432], [5.58090, -1.33925, -0.86670], [6.82006, -1.42096, -2.14263], [4.67966, -3.02596, -2.37341], [5.18480, -2.10515, -3.80907], [0.77848, -4.40556, 3.73491], [-0.32523, -4.08099, 2.74430], [0.31060, -3.30616, 1.72593], [1.84379, -3.80080, 1.56247], [1.90647, -4.71769, 0.46910], [2.69901, -2.66431, 1.66777], [1.93876, -4.64951, 2.93704], [0.98662, -3.55418, 4.38807], [0.54421, -5.27876, 4.34225], [-1.14139, -3.52163, 3.19908], [-0.72114, -4.98894, 2.28111], [2.58846, 7.97504, 0.17187], [1.79358, 9.00594, -0.60917], [0.48108, 8.45082, -0.71987], [0.16531, 7.56850, 0.59898], [-0.59159, 8.36880, 1.50727], [-0.25395, 6.27112, 0.18056], [1.68040, 7.46804, 1.15426], [2.89690, 7.14481, -0.46880], [3.46561, 8.40692, 0.65153], [2.21485, 9.19614, -1.59474], [1.71747, 9.94763, -0.05850], [-8.49744, 0.05682, 5.92813], [-7.75205, -0.16750, 7.23172], [-7.45883, 1.14350, 7.71739], [-8.64383, 2.15227, 7.27269], [-9.55204, 2.29084, 8.36425], [-8.05818, 3.27109, 6.60944], [-9.32999, 1.19435, 6.16315], [-7.80788, 0.30074, 5.11508], [-9.10125, -0.80416, 5.64442], [-6.83615, -0.74002, 7.09416], [-8.38606, -0.66776, 7.96888], [5.72923, 3.70082, -5.37453], [6.45579, 3.43089, -4.07083], [6.79529, 4.72395, -3.56173], [5.65167, 5.78069, -4.00005], [4.74119, 5.93795, -2.91056], [6.28321, 6.88843, -4.63971], [4.93761, 4.86654, -5.12677], [6.43250, 3.93086, -6.17937], [5.09651, 2.86638, -5.67401], [7.35040, 2.82666, -4.21076], [5.79840, 2.94400, -3.34620], [4.52439, -6.70544, -3.82535], [4.57528, -6.12848, -5.22949], [5.48613, -5.02643, -5.14170], [6.61659, -5.36188, -4.03657], [7.77463, -5.85663, -4.70788], [6.66975, -4.27647, -3.10845], [5.86778, -6.60736, -3.33303], [3.87855, -6.10505, -3.17740], [4.19203, -7.73009, -3.80967], [3.59922, -5.79485, -5.57713], [4.98490, -6.84486, -5.93897], [6.68044, -10.95339, -5.57062], [5.72725, -11.78926, -6.40595], [4.50097, -11.05341, -6.40915], [4.83297, -9.47301, -6.34769], [4.78459, -8.94751, -7.67277], [4.09541, -8.89745, -5.26511], [6.38185, -9.59642, -5.90859], [6.49285, -11.08804, -4.50240], [7.72396, -11.17813, -5.78555], [5.57681, -12.78536, -5.99371], [6.07479, -11.87248, -7.43907]], "forces_ev_per_a": [[-0.59, 0.48, -0.06], [1.42, -0.74, -0.12], [-0.91, 1.03, -0.08], [-0.26, -0.97, 0.55], [-0.63, 0.04, 0.06], [0.29, -0.40, -0.11], [-1.16, -0.22, 0.20], [0.62, 0.41, -0.18], [-0.67, -0.69, -0.19], [1.14, 0.40, 0.77], [-0.58, -0.84, -0.10], [0.46, -0.02, 0.01], [-0.41, -0.06, 0.01], [-0.05, 0.19, 1.13], [-0.57, 0.50, -0.48], [0.19, -1.78, -1.70], [0.14, -2.35, -0.66], [0.75, -0.33, -0.16], [0.85, -1.13, 2.09], [1.67, 1.33, 1.71], [-1.15, -0.68, -0.33], [-0.27, 0.29, -0.03], [1.32, -0.02, 1.67], [-0.28, 3.04, 0.21], [-0.55, 0.41, -1.89], [-0.90, 0.39, -0.02], [-1.09, 0.06, -1.65], [0.94, -0.10, -0.20], [-0.67, 1.24, -0.16], [-0.78, 1.38, 1.73], [-1.21, 0.14, 0.11], [0.00, -0.63, -0.96], [0.73, 0.83, -0.01], [0.79, -0.36, -0.56], [-0.03, 0.95, 0.95], [0.61, 0.02, 0.99], [-1.21, -0.11, -0.31], [-0.63, -0.78, 0.34], [1.32, 0.23, 0.07], [-0.10, 1.26, -0.46], [1.15, -0.14, -0.35], [-1.04, 0.26, 0.11], [0.73, -1.32, 0.83], [0.92, -0.92, -0.06], [-0.98, 0.14, -0.53], [1.02, -0.08, 0.44], [-0.26, 1.17, 0.45], [0.42, -0.78, -0.70], [-1.23, 0.10, -0.47], [0.29, 0.72, 0.76], [-1.02, 0.52, -0.48], [-0.13, 1.03, -0.70], [-0.34, -0.76, -0.92], [0.29, 1.07, -0.13], [0.57, -0.56, -0.56], [-0.77, -0.97, -0.32], [0.18, 1.05, 0.66], [0.16, -1.11, 0.90], [0.22, -0.71, -0.98], [0.95, -0.52, -0.62], [-0.25, 0.82, -0.71], [0.55, -0.12, -0.98], [-1.20, -0.61, -0.12], [0.21, -0.80, 1.10], [0.41, -0.47, 0.96], [-0.67, -0.05, -0.93], [0.18, -0.41, 0.99], [0.26, 1.24, 0.54], [0.01, -0.32, -0.44], [0.66, -0.10, -0.10], [0.00, -0.53, 0.51], [0.47, -0.16, -0.42], [0.03, 0.89, 0.42], [0.24, -0.64, 0.16], [-0.01, 0.16, 0.67], [0.30, -0.01, -0.68], [-0.58, 0.10, -0.57], [0.00, -0.02, -0.05], [-0.08, 0.21, -0.11], [-0.23, 0.18, 0.03], [0.03, -0.07, 0.08], [-0.25, 0.41, 0.39], [-0.22, -0.56, 0.06], [0.89, -0.04, 0.33], [-0.43, 0.02, 0.19], [0.30, 0.50, 0.43], [-0.32, -0.55, -0.36], [-0.19, 0.08, -0.69], [-0.05, -0.03, -0.01], [0.20, -0.06, -0.16], [0.12, 0.19, -0.18], [-0.02, 0.01, 0.08], [0.33, -0.22, -0.58], [0.29, 0.45, 0.34], [-0.01, -0.69, 0.35], [0.36, 0.24, -0.09], [0.21, -0.63, -0.31], [-0.21, 0.79, 0.26], [-0.72, 0.36, -0.11], [0.03, 0.07, -0.01], [-0.18, -0.07, 0.19], [-0.23, -0.16, -0.04], [0.06, -0.02, -0.03], [0.47, -0.14, -0.30], [-0.39, -0.43, 0.16], [-0.25, 0.47, -0.54], [0.02, -0.19, 0.03], [0.37, 0.18, -0.63], [-0.28, -0.40, 0.50], [0.17, 0.15, 0.65], [0.01, -0.05, 0.03], [-0.16, 0.20, 0.07], [0.08, 0.27, 0.05], [0.02, -0.04, -0.07], [0.45, -0.26, -0.34], [-0.48, -0.51, 0.17], [-0.26, 0.61, -0.51], [0.05, -0.47, -0.13], [0.35, 0.27, -0.55], [-0.33, -0.32, 0.54], [0.19, 0.28, 0.76], [0.00, -0.02, 0.04], [-0.17, 0.19, 0.13], [0.08, 0.26, 0.07], [0.03, -0.05, -0.09], [-0.67, 0.76, 0.38], [-0.02, -0.59, -0.07], [0.35, 0.24, 0.84], [-0.47, -0.60, -0.29], [-0.33, 0.43, 0.59], [0.31, -0.28, -0.47], [0.59, 0.51, -0.56], [0.05, 0.07, -0.05], [0.28, 0.16, 0.27], [0.16, 0.22, 0.04], [-0.03, 0.15, -0.01], [-0.02, -0.46, 0.48], [0.51, -0.12, -0.42], [0.06, 0.74, 0.48], [0.38, -0.83, -0.26], [-0.13, 0.15, 0.83], [-0.01, -0.98, -1.27], [-0.71, 0.06, -0.46], [0.03, -0.03, -0.04], [-0.06, 0.26, -0.09], [-0.25, 0.15, 0.04], [0.03, -0.03, 0.06]], "smiles": "CCCCCCCCCCCCCCCc1c(C)cc(P(C)O)c2c1C(=O)NC2=O.O=S1(=O)OCCO1.O=S1(=O)OCCO1.O=S1(=O)OCCO1.O=S1(=O)OCCO1.O=S1(=O)OCCO1.O=S1(=O)OCCO1.O=S1(=O)OCCO1", "e_lumo_ev": -0.72, "multiplicity": 1, "largest_force_ha_per_bohr": 0.060, "homo_lumo_gap_ev": 7.3}

***

No. 2
{"formula": "C23H41ClGe2O5Re", "method": "the ωB97M-V functional and the def2-TZVPD basis", "symbols": ["Re", "C", "C", "C", "C", "O", "Ge", "O", "C", "C", "C", "C", "O", "C", "C", "C", "C", "H", "H", "H", "H", "H", "H", "H", "H", "H", "H", "H", "H", "H", "H", "H", "H", "H", "H", "H", "H", "H", "H", "H", "H", "H", "H", "H", "Cl", "C", "C", "C", "C", "C", "C", "C", "O", "O", "H", "H", "H", "H", "C", "Ge", "C", "C", "C", "H", "H", "H", "H", "H", "H", "H", "H", "H", "H"], "positions_angstrom": [[-0.03274, -0.54730, -0.05052], [-0.32673, 1.32630, -3.99494], [-0.94069, 0.52330, -2.85859], [-1.16823, -0.91600, -3.28604], [-2.21983, 1.17465, -2.35726], [0.05564, 0.50563, -1.78920], [0.93846, 2.05380, -0.91255], [1.80285, 0.50303, -0.14429], [3.12420, 0.02074, -0.53558], [3.60114, -0.92136, 0.55158], [4.04643, 1.22617, -0.64332], [3.01979, -0.70539, -1.86983], [-0.34567, 1.60619, 0.38164], [-0.85116, 2.40820, 1.47876], [-1.86008, 1.54489, 2.21418], [-1.51834, 3.63915, 0.88457], [0.30621, 2.80018, 2.38559], [-1.02106, 1.38186, -4.83342], [0.59708, 0.86090, -4.34184], [-0.10556, 2.34799, -3.67869], [-1.83775, -0.94783, -4.14594], [-1.62817, -1.49885, -2.48607], [-0.22349, -1.38605, -3.56300], [-2.97357, 1.16789, -3.14581], [-2.04001, 2.21276, -2.06986], [-2.61717, 0.64150, -1.49278], [3.72536, -0.39348, 1.49746], [4.55608, -1.36672, 0.27070], [2.87812, -1.72814, 0.68976], [3.99219, 1.83124, 0.26371], [3.79516, 1.85249, -1.50190], [5.07821, 0.89718, -0.76795], [2.37476, -1.58284, -1.78205], [4.00662, -1.03493, -2.19704], [2.60204, -0.05178, -2.63707], [-2.67914, 1.26067, 1.55192], [-2.26969, 2.08139, 3.07050], [-1.37948, 0.63522, 2.58606], [-2.32324, 3.34733, 0.20876], [-0.79963, 4.24802, 0.33126], [-1.93909, 4.26155, 1.67480], [0.78164, 1.91837, 2.81467], [-0.04517, 3.43254, 3.20166], [1.06210, 3.36119, 1.83033], [-7.56092, -4.93117, 0.00625], [-5.98947, -4.22546, -0.00301], [-4.87412, -5.05198, -0.05969], [-3.61482, -4.48441, -0.06271], [-3.47907, -3.09751, -0.01072], [-4.60582, -2.27919, 0.04324], [-5.86682, -2.84282, 0.04884], [-2.15603, -2.48105, -0.00397], [-1.12058, -3.25693, -0.03606], [-1.99652, -1.23281, 0.04265], [-5.00093, -6.12434, -0.10058], [-2.73705, -5.11427, -0.10622], [-4.48747, -1.20477, 0.08253], [-6.75287, -2.22556, 0.09273], [1.32947, -1.14798, 3.25538], [0.30945, -2.49912, 2.29542], [1.14911, -4.23867, 2.46624], [-1.51099, -2.55220, 2.98600], [0.15483, -2.51323, 0.15921], [1.01575, -1.19204, 4.30003], [1.15360, -0.14299, 2.87767], [2.39507, -1.35673, 3.20059], [1.23696, -4.49856, 3.52207], [2.14693, -4.22967, 2.02767], [0.54730, -4.99660, 1.96581], [-1.43368, -2.65874, 4.06955], [-2.06552, -3.40992, 2.60613], [-2.07157, -1.64217, 2.77597], [0.92045, -3.23695, -0.10626]], "forces_ev_per_a": [[-0.30, -0.04, 0.01], [0.03, 0.02, -0.01], [0.05, 0.10, 0.00], [0.00, -0.06, 0.02], [-0.01, 0.01, 0.04], [-0.22, -0.16, -0.16], [0.17, 0.05, -0.19], [0.30, -0.13, 0.16], [-0.05, -0.02, -0.06], [-0.02, -0.04, 0.06], [0.01, 0.03, 0.04], [-0.01, -0.01, -0.01], [-0.15, -0.08, 0.38], [0.06, -0.01, -0.10], [0.01, -0.04, 0.03], [-0.03, 0.03, -0.01], [0.02, 0.01, 0.00], [0.00, -0.01, 0.00], [-0.01, 0.00, 0.01], [-0.02, 0.00, -0.01], [0.01, 0.00, 0.00], [-0.01, 0.02, -0.02], [-0.01, 0.01, -0.01], [0.01, 0.00, 0.00], [0.00, 0.00, -0.01], [0.00, -0.01, -0.01], [0.00, 0.01, -0.02], [0.00, 0.02, 0.01], [0.01, -0.01, 0.01], [0.01, -0.01, 0.00], [-0.02, 0.00, 0.01], [-0.01, -0.01, -0.02], [0.00, 0.01, 0.00], [0.00, 0.00, 0.01], [0.03, 0.00, -0.01], [0.00, 0.00, -0.01], [-0.01, 0.00, -0.01], [0.00, 0.01, 0.02], [0.00, 0.00, 0.01], [0.01, -0.01, 0.00], [-0.01, 0.00, 0.00], [0.00, 0.01, 0.00], [0.00, -0.01, 0.00], [-0.02, 0.02, 0.00], [0.00, 0.00, 0.00], [-0.03, -0.01, 0.01], [0.03, 0.00, 0.00], [-0.03, -0.02, 0.00], [0.05, 0.05, -0.02], [-0.05, 0.00, 0.00], [0.02, 0.03, 0.00], [0.06, -0.03, 0.07], [0.02, -0.04, -0.03], [-0.16, 0.00, -0.09], [0.00, 0.00, 0.00], [0.00, 0.01, 0.00], [0.00, -0.01, 0.00], [0.01, -0.01, 0.00], [0.03, 0.10, 0.00], [-0.05, 0.01, -0.15], [0.06, -0.07, 0.07], [-0.07, -0.02, 0.06], [0.30, 0.45, -0.12], [0.02, 0.02, 0.00], [0.03, 0.01, 0.03], [0.02, 0.00, 0.00], [0.01, -0.02, -0.02], [0.00, -0.02, 0.01], [0.02, -0.01, 0.00], [-0.03, -0.01, 0.00], [-0.01, 0.01, 0.01], [-0.01, 0.00, 0.01], [-0.06, -0.11, 0.04]], "e_lumo_ev": [-2.92, -3.38], "multiplicity": 3, "total_charge": 1, "s2": 2.013, "largest_force_ha_per_bohr": 0.011, "homo_lumo_gap_ev": [8.1, 7.1]}